C19H40AsN2O2PPdS2Si | ωB97M-V with the def2-TZVPD basis set

Last column: natural (NBO) charge in e.
Element x y z (Å)
Pd -0.02706 -0.49037 -0.68902  0.737
C 3.91174 5.14386 -1.87373  -0.634
C 2.78895 4.84859 -0.89365  -0.060
O 1.80708 3.99714 -1.45913  -0.841
P 1.96586 2.35555 -1.14156  1.185
S 2.17364 -1.08914 -1.10328  -0.538
S 0.11655 1.76287 -1.82737  -0.733
O 3.06357 1.91225 -2.28711  -0.845
C 2.76012 1.58924 -3.64188  -0.067
C 2.48959 2.82262 -4.48291  -0.637
H 4.62853 5.84314 -1.43495  0.193
H 3.50787 5.58526 -2.78599  0.203
H 4.43080 4.22259 -2.13809  0.223
H 2.28089 5.77329 -0.60554  0.166
H 3.19914 4.39445 0.01823  0.166
H 1.90089 0.91661 -3.66564  0.203
H 3.63026 1.04505 -4.01462  0.171
H 1.61320 3.35042 -4.10810  0.228
H 2.30624 2.53033 -5.52037  0.196
H 3.34239 3.50415 -4.45864  0.194
C -3.61067 1.18539 -1.41175  -0.644
C -3.58015 -0.28117 -1.08924  0.254
C -4.73453 -1.04982 -1.11491  -0.361
C -4.62673 -2.40123 -0.78096  -0.150
C -3.41224 -2.94394 -0.44191  -0.344
C -2.25844 -2.11354 -0.43483  0.418
N -2.39614 -0.79608 -0.76062  -0.573
N -1.00638 -2.47287 -0.14205  -1.133
Si -0.28378 -4.01208 0.02611  1.834
C -1.31924 -5.26212 1.00150  -1.133
C 1.30716 -3.80696 0.99225  -1.134
C 0.10290 -4.77383 -1.64415  -1.137
H -3.63839 1.76978 -0.48912  0.218
H -4.49112 1.44026 -2.00180  0.202
H -2.70844 1.47356 -1.94960  0.248
H -5.68211 -0.60833 -1.39271  0.201
H -5.50892 -3.03260 -0.79444  0.197
H -3.32420 -3.99030 -0.18967  0.208
H -1.78448 -4.79353 1.87369  0.229
H -0.66914 -6.06504 1.36209  0.225
H -2.10942 -5.72399 0.40570  0.221
H 1.09961 -3.45640 2.00672  0.222
H 1.97321 -3.08494 0.51394  0.258
H 1.83344 -4.76302 1.07061  0.220
H -0.81248 -4.89663 -2.22963  0.227
H 0.57789 -5.75416 -1.54444  0.219
H 0.77443 -4.11727 -2.20226  0.252
C -0.99463 -1.70683 3.33872  -0.626
C -1.22979 -0.25142 2.94990  -0.728
As 0.04433 0.42120 1.61400  1.063
C -0.22240 2.33808 1.90214  -0.723
C -1.59303 2.79329 1.41569  -0.626
C 1.77076 0.11026 2.47316  -0.736
C 1.90053 0.60763 3.90663  -0.619
H -1.74964 -2.04705 4.05160  0.202
H -0.01512 -1.84050 3.80354  0.196
H -1.04179 -2.34698 2.45748  0.239
H -1.17806 0.40706 3.82192  0.202
H -2.21945 -0.12933 2.50589  0.230
H 0.57279 2.84639 1.35666  0.240
H -0.09160 2.54195 2.96816  0.200
H -1.68289 2.61827 0.34331  0.242
H -1.73402 3.86092 1.59912  0.203
H -2.39860 2.25939 1.92589  0.192
H 2.49044 0.58516 1.80371  0.255
H 1.95044 -0.96313 2.39522  0.235
H 1.78729 1.69123 3.96675  0.202
H 2.88279 0.35886 4.31522  0.208
H 1.14974 0.15859 4.56013  0.196

Its expectation value of S² is 3.7631. The calculation puts the total energy at -130587.304 eV. As for the charge: -1. Its spin multiplicity is 4.